{
  "formula": "C29H51FN6RuSSi5",
  "method": "the ωB97M-V functional and the def2-TZVPD basis",
  "symbols": ["Ru", "C", "Si", "C", "C", "N", "C", "C", "C", "C", "C", "C", "F", "H", "H", "H", "H", "H", "H", "H", "H", "H", "H", "H", "H", "H", "C", "Si", "C", "C", "Si", "Si", "C", "C", "C", "Si", "C", "C", "C", "H", "H", "H", "H", "H", "H", "H", "H", "H", "H", "H", "H", "H", "H", "H", "H", "H", "H", "H", "H", "H", "H", "H", "H", "H", "H", "H", "N", "C", "N", "S", "H", "H", "H", "H", "N", "C", "C", "C", "C", "C", "C", "C", "N", "C", "C", "N", "C", "H", "H", "H", "H", "H", "H", "H"],
  "coordinates": [[0.270, -0.922, 0.726], [-0.147, -2.177, 5.262], [-0.405, -0.880, 3.958], [-1.843, -1.438, 2.888], [-0.735, 0.797, 4.690], [0.979, -0.700, 2.821], [2.261, -0.582, 3.132], [2.810, -0.673, 4.449], [4.155, -0.538, 4.667], [5.034, -0.296, 3.602], [4.552, -0.173, 2.297], [3.211, -0.311, 2.096], [2.713, -0.153, 0.847], [-1.136, -2.481, 5.617], [0.401, -1.819, 6.134], [0.351, -3.069, 4.877], [-2.772, -1.244, 3.432], [-1.794, -2.511, 2.695], [-1.961, -0.916, 1.928], [-1.348, 0.684, 5.587], [-1.275, 1.448, 3.999], [0.188, 1.302, 4.982], [2.143, -0.863, 5.278], [4.546, -0.620, 5.672], [6.094, -0.195, 3.788], [5.207, 0.033, 1.461], [-0.640, -3.851, -2.518], [-1.209, -2.061, -2.574], [-1.501, -1.581, -4.354], [-2.833, -1.804, -1.628], [0.477, -0.646, -1.673], [0.160, 1.471, -2.711], [0.722, 1.328, -4.489], [-1.675, 1.933, -2.713], [1.165, 2.841, -1.906], [2.651, -1.321, -2.349], [3.771, 0.173, -2.216], [2.451, -1.850, -4.134], [3.375, -2.760, -1.401], [-1.492, -4.531, -2.432], [0.053, -4.054, -1.701], [-0.127, -4.097, -3.450], [-2.279, -2.242, -4.753], [-0.609, -1.720, -4.965], [-1.848, -0.554, -4.468], [-3.373, -2.744, -1.489], [-3.494, -1.159, -2.212], [-2.714, -1.321, -0.652], [0.257, 0.513, -5.041], [1.805, 1.231, -4.573], [0.439, 2.263, -4.984], [-1.939, 2.338, -3.693], [-1.897, 2.716, -1.984], [-2.344, 1.090, -2.524], [2.077, 3.027, -2.476], [1.461, 2.625, -0.881], [0.588, 3.770, -1.904], [3.547, 0.913, -2.986], [4.809, -0.140, -2.354], [3.696, 0.667, -1.246], [2.092, -1.051, -4.781], [1.768, -2.698, -4.220], [3.423, -2.175, -4.515], [3.460, -2.584, -0.330], [4.381, -2.946, -1.789], [2.790, -3.669, -1.550], [-1.479, -4.115, 0.469], [-0.215, -4.376, 0.767], [0.156, -5.631, 0.989], [0.999, -3.164, 0.909], [-2.164, -4.848, 0.370], [-1.751, -3.181, 0.212], [-0.475, -6.409, 0.883], [1.115, -5.830, 1.224], [-6.288, 7.359, -0.759], [-5.453, 6.624, -0.479], [-4.408, 5.698, -0.128], [-4.740, 4.444, 0.379], [-3.738, 3.552, 0.718], [-2.415, 3.920, 0.534], [-2.070, 5.164, 0.031], [-3.073, 6.060, -0.295], [-1.376, 2.984, 0.850], [-0.190, 3.254, 1.499], [0.503, 2.090, 1.525], [-0.241, 1.111, 0.896], [-1.365, 1.688, 0.505], [-5.779, 4.179, 0.515], [-3.987, 2.588, 1.143], [-1.031, 5.427, -0.121], [-2.827, 7.036, -0.690], [0.034, 4.231, 1.890], [1.470, 1.889, 1.948], [-2.159, 1.216, -0.051]],
  "atomic_forces_ev_per_a": [[-0.1008, -0.0953, 0.2555], [0.0237, -0.0428, 0.0112], [-0.0998, 0.0681, 0.0348], [0.0258, -0.0341, -0.0820], [0.0190, 0.0148, 0.0060], [-0.0164, -0.1456, -0.0399], [0.0489, 0.1016, -0.0773], [-0.0335, -0.0118, 0.0491], [0.0469, 0.0064, -0.0059], [-0.0555, -0.0049, -0.0030], [0.0297, -0.0032, 0.0181], [0.0397, -0.0102, 0.0533], [0.0399, -0.0556, 0.0243], [0.0096, -0.0109, 0.0075], [0.0071, -0.0189, -0.0155], [0.0200, 0.0131, -0.0016], [0.0051, -0.0332, 0.0282], [-0.0240, 0.0034, 0.0181], [0.0192, 0.0376, 0.0223], [-0.0102, 0.0150, -0.0129], [0.0387, 0.0137, -0.0279], [-0.0073, 0.0057, 0.0189], [0.0160, 0.0061, -0.0277], [0.0047, 0.0020, -0.0019], [0.0012, 0.0002, 0.0014], [0.0035, 0.0001, 0.0049], [0.0632, -0.0577, -0.0415], [-0.0048, 0.0145, 0.1430], [-0.0311, -0.0278, -0.0281], [0.0077, 0.0027, 0.0352], [0.2125, 0.0738, -0.4432], [-0.0771, 0.0591, 0.1114], [0.0089, 0.0175, -0.0272], [-0.0257, -0.0108, 0.0051], [-0.0047, 0.0127, 0.0084], [-0.0599, -0.0017, -0.0461], [0.0635, 0.0119, 0.0139], [0.0824, -0.0351, -0.0201], [0.0420, -0.0076, -0.0406], [0.0103, -0.0055, -0.0203], [-0.0104, 0.0168, -0.1417], [0.0064, 0.0163, -0.0029], [0.0034, 0.0211, -0.0158], [0.0240, 0.0052, -0.0168], [-0.0024, -0.0069, 0.0106], [-0.0204, 0.0002, 0.0083], [0.0126, 0.0175, 0.0063], [-0.0001, -0.0750, 0.0153], [-0.0197, -0.0052, -0.0079], [-0.0105, -0.0054, 0.0056], [0.0239, -0.0069, -0.0205], [0.0040, -0.0055, -0.0085], [-0.0117, -0.0095, -0.0051], [0.0152, 0.0226, -0.0137], [0.0029, -0.0170, 0.0026], [-0.0140, 0.0069, 0.0511], [0.0155, 0.0097, -0.0011], [-0.0060, 0.0003, 0.0023], [0.0051, 0.0268, -0.0240], [0.0144, -0.0060, -0.0308], [-0.0065, -0.0162, 0.0119], [-0.0023, -0.0181, -0.0143], [-0.0177, 0.0042, -0.0196], [0.0496, 0.0241, 0.0240], [0.0007, -0.0104, -0.0120], [0.0036, -0.0003, 0.0196], [-0.0676, -0.0239, 0.1509], [-0.0494, 0.0255, 0.0893], [-0.0214, 0.0192, -0.0492], [-0.1322, 0.0721, 0.0917], [0.0044, 0.0046, -0.0195], [-0.0017, 0.0245, -0.0102], [-0.0050, -0.0017, 0.0190], [0.0103, -0.0046, -0.0030], [-0.0018, -0.0023, -0.0083], [0.0476, -0.0267, 0.0265], [-0.0263, 0.0232, -0.0129], [-0.0115, -0.0038, -0.0056], [-0.0172, -0.0157, 0.0122], [0.0099, -0.0302, 0.0136], [0.0214, 0.0243, -0.0213], [-0.0028, 0.0081, 0.0051], [-0.0447, -0.0095, -0.0342], [-0.0013, -0.0185, -0.0022], [0.0110, -0.0102, 0.0347], [-0.0924, -0.0290, 0.0036], [-0.0077, 0.0896, -0.0187], [0.0022, -0.0007, 0.0036], [-0.0003, 0.0032, 0.0003], [-0.0006, -0.0009, -0.0022], [0.0013, -0.0005, -0.0006], [0.0026, -0.0010, -0.0045], [-0.0225, 0.0257, 0.0024], [-0.0020, 0.0026, 0.0087]],
  "mulliken_spin": [2.5176, 0.0149, -0.0151, 0.0668, 0.0227, 0.4624, 0.0895, 0.1215, -0.0487, 0.2252, -0.0603, 0.1423, 0.0456, 0.0009, 0.0002, -0.0004, 0.0068, -0.0085, -0.0103, 0.0014, -0.0002, 0.0008, 0.0052, 0.0027, 0.0058, 0.0016, 0.0054, 0.1005, 0.0261, 0.0119, 0.1089, 0.0073, 0.0081, 0.0115, 0.0060, 0.0386, 0.0016, 0.0118, 0.0019, 0.0019, 0.0003, -0.0007, 0.0051, -0.0018, -0.0024, 0.0049, 0.0005, -0.0020, -0.0016, 0.0002, 0.0008, 0.0014, 0.0007, -0.0036, 0.0000, -0.0018, 0.0008, 0.0000, 0.0005, -0.0007, -0.0007, -0.0009, 0.0001, 0.0004, 0.0011, -0.0014, 0.0054, 0.0372, 0.0150, 0.0285, -0.0012, 0.0077, -0.0007, 0.0005, 0.0004, -0.0002, 0.0010, -0.0007, 0.0024, -0.0004, -0.0005, -0.0005, 0.0085, -0.0075, 0.0417, -0.1518, 0.0758, 0.0000, -0.0005, 0.0003, 0.0000, -0.0005, 0.0090, 0.0003],
  "spin_multiplicity": 5,
  "charge": 2,
  "e_above_lowest_kj_mol": 0.00,
  "gap_ev": [8.165, 5.844],
  "total_energy_ev": -95354.503,
  "homo_ev": [-13.27, -13.37],
  "s2": 6.058
}



{
  "formula": "C29H52BrCl3I2N4O7P2S",
  "method": "the ωB97M-V functional and the def2-TZVPD basis",
  "symbols": ["C", "C", "C", "C", "Cl", "C", "C", "Cl", "O", "P", "C", "C", "C", "C", "S", "C", "N", "N", "C", "O", "C", "C", "O", "Br", "C", "I", "C", "C", "I", "P", "N", "O", "O", "C", "Cl", "C", "C", "C", "C", "C", "C", "O", "C", "H", "H", "H", "H", "H", "H", "H", "H", "H", "H", "H", "H", "H", "H", "H", "H", "H", "H", "H", "H", "H", "H", "H", "H", "H", "H", "H", "H", "H", "H", "H", "H", "H", "H", "H", "H", "H", "H", "H", "H", "C", "C", "C", "O", "C", "N", "H", "H", "H", "H", "H", "H", "H", "H", "H", "H", "H", "H"],
  "coordinates": [[-0.177, -2.769, 0.297], [-0.375, -2.233, -0.906], [-0.363, -0.788, -1.489], [0.521, -1.030, -2.745], [1.945, -2.014, -2.420], [0.418, -0.685, -4.026], [1.419, -1.066, -5.087], [-0.884, 0.261, -4.621], [-1.695, -0.494, -1.763], [-2.505, 0.823, -0.888], [-3.132, 2.192, 0.300], [-4.581, 2.663, 0.507], [-5.784, 1.741, 0.667], [-6.945, 2.541, 1.279], [-8.385, 1.516, 1.707], [-9.015, 1.097, 0.146], [-10.231, 0.742, -0.075], [-10.302, 0.435, -1.433], [-9.137, 0.651, -1.908], [-8.257, 1.072, -0.974], [-2.701, -0.579, 0.541], [-3.508, -0.508, 1.777], [-3.635, 0.333, 2.605], [-4.346, -2.322, 2.287], [-4.126, 0.462, -1.941], [-5.298, -1.147, -1.134], [-3.893, 0.148, -3.452], [-3.901, 1.356, -4.387], [-5.619, -0.991, -4.340], [-1.864, 2.524, -2.384], [-3.281, 3.540, -2.394], [-0.747, 3.478, -1.605], [-0.869, 1.136, -0.172], [0.189, 0.397, -0.547], [1.462, 1.350, -1.524], [0.914, 0.053, 0.758], [2.351, -0.463, 0.726], [3.439, 0.569, 1.112], [4.610, 0.680, 0.114], [4.815, 2.074, -0.482], [6.230, 2.322, -1.027], [7.009, 3.249, -0.294], [7.178, 2.899, 1.059], [0.179, -3.795, 0.344], [-0.434, -2.330, 1.250], [-0.637, -2.927, -1.701], [1.430, -2.148, -5.217], [2.411, -0.718, -4.805], [1.132, -0.603, -6.026], [-2.647, 1.980, 1.253], [-2.600, 3.107, 0.022], [-4.562, 3.322, 1.388], [-4.838, 3.362, -0.295], [-6.155, 1.459, -0.312], [-5.651, 0.852, 1.275], [-6.639, 3.041, 2.198], [-7.289, 3.271, 0.545], [-8.827, 0.530, -2.930], [-2.776, -1.570, 0.117], [-1.693, -0.556, 0.962], [-4.772, 1.339, -1.964], [-3.114, -0.576, -3.636], [-4.192, 1.087, -5.397], [-2.932, 1.852, -4.431], [-4.629, 2.084, -4.030], [-3.184, 4.145, -3.205], [-3.307, 4.176, -1.599], [-1.150, 4.161, -1.057], [0.302, -0.612, 1.355], [0.909, 0.999, 1.304], [2.405, -1.240, 1.501], [2.624, -0.952, -0.203], [2.963, 1.551, 1.150], [3.824, 0.351, 2.111], [5.551, 0.413, 0.613], [4.489, -0.038, -0.701], [4.566, 2.849, 0.246], [4.128, 2.236, -1.312], [6.773, 1.371, -1.139], [6.161, 2.746, -2.028], [6.305, 3.179, 1.658], [8.029, 3.466, 1.433], [7.360, 1.823, 1.162], [5.973, -5.046, 4.498], [5.783, -3.550, 4.679], [4.390, -3.014, 4.351], [4.201, -3.002, 2.959], [3.574, -4.153, 2.376], [6.691, -2.818, 3.715], [5.982, -5.334, 3.446], [6.915, -5.377, 4.938], [5.167, -5.585, 4.992], [6.078, -3.263, 5.688], [4.331, -1.972, 4.678], [3.610, -3.564, 4.880], [2.924, -4.652, 3.096], [4.317, -4.858, 1.999], [2.978, -3.800, 1.538], [7.634, -3.204, 3.683], [6.750, -1.821, 3.932], [6.245, -2.888, 2.787]],
  "atomic_forces_ev_per_a": [[-0.2133, -0.2968, -0.0108], [-0.0938, 0.3185, 0.2981], [-0.3420, -0.8961, 0.6352], [-0.2062, 0.3072, -0.1892], [0.1497, 0.0670, 0.0627], [0.0010, -0.1981, 0.0303], [-0.2751, 0.1770, 0.0666], [0.0727, -0.0422, -0.1538], [0.3031, 0.7197, -0.8798], [-0.2900, 0.8628, 0.4911], [0.1344, 0.0127, 0.1120], [-0.0276, 0.4572, 0.2385], [-0.5601, 0.4592, 0.1088], [0.1267, -0.3442, -0.7019], [0.1250, -0.0031, 0.2742], [-0.1413, 0.1266, 0.0617], [-0.1626, -0.0670, 0.0239], [-0.2471, -0.0717, 0.0520], [-0.2164, -0.1156, -0.1925], [0.3223, 0.1494, -0.0506], [0.2597, -0.3388, 0.0816], [-0.0381, 0.3448, 0.7494], [0.0348, -0.4882, -0.6705], [0.1264, 0.1211, -0.0540], [0.2899, -0.5509, -0.8027], [0.1176, -0.0366, 1.1080], [-1.1111, -0.2835, -0.1688], [0.1209, 0.2113, 0.0324], [0.0646, 0.0714, -0.8517], [0.3141, -0.3240, -0.5993], [0.5152, 0.3598, 0.0496], [-0.2849, 0.2780, 0.0534], [0.1345, 0.0846, -0.3800], [-0.4129, -0.7127, 0.4867], [-0.1013, 0.3148, -0.0603], [0.5458, 0.3239, 0.0377], [0.4295, -0.4082, 0.8872], [-0.2772, 0.2753, -0.7697], [0.3073, 0.0451, 0.2692], [0.0697, 0.1012, -0.2945], [-0.2231, 0.0666, -0.3055], [0.0724, -0.0841, 0.1235], [-0.0679, 0.1986, -0.1712], [-0.9373, -0.3470, -0.0323], [0.8522, 0.4150, 0.0250], [0.8592, -0.1020, -0.2301], [0.1465, -0.0189, 0.0043], [0.0688, -0.1029, -0.0303], [0.0329, -0.0168, -0.0388], [-0.2948, -0.3106, 0.0891], [0.0923, -0.0707, -0.1511], [0.1586, -0.1613, 0.1196], [-0.0194, -0.1690, -0.1776], [0.2620, -0.3944, 0.0357], [0.3046, -0.0040, -0.0570], [-0.1832, 0.0152, 0.0850], [0.0369, 0.2888, 0.2442], [0.2510, 0.0498, 0.0338], [-0.3006, 0.0509, -0.1405], [-0.0626, 0.2484, 0.0987], [0.0335, 0.0531, 0.5243], [0.1294, 0.1558, 0.1400], [0.1902, -0.1218, -0.0565], [-0.0258, -0.0141, 0.0405], [-0.0007, -0.0169, -0.0132], [-0.2007, -0.0456, -0.0727], [-0.2498, -0.1898, 0.1440], [0.0620, -0.1124, 0.2204], [-0.1797, 0.0420, -0.1751], [-0.0336, 0.0466, -0.0529], [-0.0396, -0.2002, -0.1802], [-0.2114, 0.0811, -0.1119], [0.0173, 0.0133, 0.1831], [-0.0358, 0.0525, 0.0497], [-0.0332, -0.1151, 0.0264], [-0.0420, -0.0171, 0.0006], [0.0940, -0.0035, 0.0574], [-0.1927, -0.1191, 0.1241], [0.0379, -0.0192, 0.1953], [0.0774, 0.0838, 0.0151], [-0.0502, -0.1519, 0.0313], [0.0699, -0.0805, 0.0217], [0.1009, -0.0017, 0.1052], [0.2077, 0.0180, -0.1043], [-0.0775, -0.2426, 0.1655], [-0.0205, 0.3159, -0.0921], [0.0101, -0.1453, -0.0674], [-0.1085, 0.0821, -0.1695], [0.1018, 0.0919, -0.0354], [-0.1191, 0.0006, -0.0036], [-0.0044, 0.0015, 0.0111], [-0.0151, 0.0156, 0.0115], [-0.0239, 0.1194, -0.0207], [-0.0588, -0.0078, 0.0040], [0.0881, -0.1374, -0.0022], [-0.0066, 0.0216, 0.0148], [-0.0008, -0.0305, 0.0655], [-0.0289, 0.0369, 0.0268], [-0.0065, -0.0171, 0.0104], [0.0225, -0.0075, 0.0317], [-0.0893, 0.0033, 0.0329]],
  "lowdin_charge": [-0.0016, -0.1407, -0.4474, -0.6051, 0.7478, -0.7250, -0.1512, 0.7838, -0.2971, 0.6604, -0.2728, -0.2234, -0.3151, -0.4582, 0.9930, -0.7036, 0.0349, 0.0501, -0.1976, -0.0104, -0.3136, -0.7795, 0.0184, 0.4840, -0.7411, 0.9277, -0.7782, -0.3053, 0.6670, 0.7957, -0.1995, -0.3863, -0.3124, -0.6961, 0.7404, -0.1817, -0.2251, -0.1978, -0.2146, -0.1919, -0.2298, -0.1845, -0.1238, 0.0567, 0.0535, 0.1169, 0.0739, 0.0674, 0.0567, 0.0726, 0.0358, 0.1096, 0.0905, 0.0253, 0.0677, 0.0775, 0.0862, 0.1225, 0.0059, 0.0719, 0.0291, 0.0042, 0.0214, -0.0346, 0.0624, 0.0299, 0.0177, 0.0309, 0.0776, 0.1232, 0.0868, 0.0352, 0.0944, 0.0917, 0.0813, 0.1054, 0.1130, 0.0787, 0.1185, 0.1194, 0.0841, 0.0859, 0.0762, -0.0264, -0.2973, -0.1807, -0.2028, -0.0441, 0.2233, 0.0839, 0.0918, 0.1031, 0.1561, 0.1398, 0.1427, 0.1022, 0.0828, 0.0911, 0.1745, 0.1782, 0.1657],
  "gap_ev": 3.707,
  "total_energy_ev": -204425.536,
  "homo_ev": -5.85
}